# 1
C3H6O | ωB97M-V with the def2-TZVPD basis set

Each atom is followed by the atoms it is bonded to, with distances in Å.
CARTESIAN COORDINATES (ANGSTROEM)
1 C 0.197 -0.777 -0.830  C2 1.523, H5 1.091, H6 1.090, H7 1.090
2 C 0.389 0.481 0.007  C1 1.523, C3 1.510, H8 1.094, H9 1.088
3 C -0.629 0.540 1.121  C2 1.510, O4 1.201, H10 1.104
4 O -1.743 0.969 0.977  C3 1.201
5 H -0.851 -0.923 -1.092  C1 1.091
6 H 0.778 -0.746 -1.752  C1 1.090
7 H 0.551 -1.679 -0.332  C1 1.090
8 H 0.183 1.340 -0.639  C2 1.094
9 H 1.388 0.569 0.428  C2 1.088
10 H -0.263 0.225 2.113  C3 1.104

Output
energy relative to the best compared isomer or geometry (same formula, charge and spin)	40.8	kJ/mol
SMILES	CCC=O
lowest unoccupied orbital energy	0.035	hartree
largest force on an atom	0.70	eV/Å

Atomic partial charges in e from the Mulliken method, atoms 1 to 5: atom 1 (C): -1.086, atom 2 (C): -0.227, atom 3 (C): 0.009, atom 4 (O): -0.461, atom 5 (H): 0.325

# 2
C3H6O | ωB97M-V with the def2-TZVPD basis set

Each atom is followed by the atoms it is bonded to, with distances in Å.
CARTESIAN COORDINATES (ANGSTROEM)
1 C 1.283 -0.158 -0.051  C2 1.535, H5 1.333, H6 1.117, H7 1.229
2 C 0.016 0.704 -0.111  C1 1.535, C3 1.604, O4 1.198
3 C -1.328 -0.170 -0.050  C2 1.604, H8 1.233, H9 1.198, H10 1.201
4 O -0.001 1.898 -0.009  C2 1.198
5 H 1.300 -0.332 1.270  C1 1.333
6 H 2.130 0.495 -0.373  C1 1.117
7 H 1.405 -1.229 -0.642  C1 1.229
8 H -2.207 0.426 -0.677  C3 1.233
9 H -1.707 -0.407 1.061  C3 1.198
10 H -0.891 -1.227 -0.417  C3 1.201

Output
energy relative to the best compared isomer or geometry (same formula, charge and spin)	196.9	kJ/mol
SMILES	CC(C)=O
lowest unoccupied orbital energy	0.026	hartree
largest force on an atom	4.14	eV/Å

Atomic partial charges in e from the Mulliken method, atoms 1 to 5: atom 1 (C): -0.859, atom 2 (C): 0.564, atom 3 (C): -0.746, atom 4 (O): -0.507, atom 5 (H): 0.215

# 3
C3H6O | ωB97M-V with the def2-TZVPD basis set

Each atom is followed by the atoms it is bonded to, with distances in Å.
CARTESIAN COORDINATES (ANGSTROEM)
1 C 1.323 -0.802 -0.486  C2 1.490, H5 1.096, H6 1.097, H7 1.104
2 C 0.097 0.044 -0.443  C1 1.490, O4 1.300, H8 1.090
3 C -1.528 0.925 0.964  O4 1.312, H9 1.081, H10 1.087
4 O -0.308 0.522 0.696  C2 1.300, C3 1.312
5 H 1.988 -0.569 0.354  C1 1.096
6 H 1.880 -0.645 -1.418  C1 1.097
7 H 1.088 -1.879 -0.438  C1 1.104
8 H -0.639 0.079 -1.246  C2 1.090
9 H -1.622 1.584 1.816  C3 1.081
10 H -2.278 0.741 0.200  C3 1.087

Output
energy relative to the best compared isomer or geometry (same formula, charge and spin)	346.5	kJ/mol
lowest unoccupied orbital energy (alpha / beta)	0.036 / 0.041	hartree
largest force on an atom	1.31	eV/Å

Atomic partial charges in e from the Mulliken method, atoms 1 to 5: atom 1 (C): -0.908, atom 2 (C): -0.067, atom 3 (C): -0.425, atom 4 (O): -0.214, atom 5 (H): 0.278

# 4
C3H6O | ωB97M-V with the def2-TZVPD basis set

Each atom is followed by the atoms it is bonded to, with distances in Å.
CARTESIAN COORDINATES (ANGSTROEM)
1 C 0.108 0.301 1.093  C2 1.552, H5 1.092, H6 1.093, H7 1.089
2 C -0.004 -0.651 -0.128  C1 1.552, C3 1.522, H8 1.092, H9 1.086
3 C -0.137 0.182 -1.395  C2 1.522, O4 1.202, H10 1.105
4 O -0.777 -0.181 -2.345  C3 1.202
5 H 0.457 1.283 0.765  C1 1.092
6 H 0.835 0.056 1.871  C1 1.093
7 H -0.835 0.419 1.626  C1 1.089
8 H 0.871 -1.300 -0.208  C2 1.092
9 H -0.863 -1.285 0.077  C2 1.086
10 H 0.345 1.176 -1.356  C3 1.105

Output
energy relative to the best compared isomer or geometry (same formula, charge and spin)	54.3	kJ/mol
SMILES	CCC=O
lowest unoccupied orbital energy	0.040	hartree
largest force on an atom	1.52	eV/Å

Atomic partial charges in e from the Mulliken method, atoms 1 to 5: atom 1 (C): -1.028, atom 2 (C): -0.154, atom 3 (C): -0.016, atom 4 (O): -0.456, atom 5 (H): 0.283

# 5
C3H6O | ωB97M-V with the def2-TZVPD basis set

Each atom is followed by the atoms it is bonded to, with distances in Å.
CARTESIAN COORDINATES (ANGSTROEM)
1 C 0.937 -0.893 0.107  C2 1.477, H5 1.091, H6 1.144, H7 1.116
2 C 0.132 0.344 0.157  C1 1.477, C3 1.461, O4 1.412, H8 1.128
3 C -1.272 0.608 -0.148  C2 1.461, O4 1.433, H9 1.094, H10 1.088
4 O -0.774 0.656 1.194  C2 1.412, C3 1.433
5 H 1.964 -0.748 0.446  C1 1.091
6 H 1.115 -0.641 -0.995  C1 1.144
7 H 0.537 -1.779 0.655  C1 1.116
8 H 0.830 0.986 -0.453  C2 1.128
9 H -1.460 1.613 -0.540  C3 1.094
10 H -2.008 -0.144 -0.423  C3 1.088

Output
energy relative to the best compared isomer or geometry (same formula, charge and spin)	261.9	kJ/mol
SMILES	C[C@H]1CO1
lowest unoccupied orbital energy	0.041	hartree
largest force on an atom	2.81	eV/Å

Atomic partial charges in e from the Mulliken method, atoms 1 to 5: atom 1 (C): -0.915, atom 2 (C): 0.106, atom 3 (C): -0.224, atom 4 (O): -0.436, atom 5 (H): 0.286

# 6
C3H6O | ωB97M-V with the def2-TZVPD basis set

Each atom is followed by the atoms it is bonded to, with distances in Å.
CARTESIAN COORDINATES (ANGSTROEM)
1 C 1.456 1.020 0.998  C2 1.297, H5 1.046, H6 1.110
2 C 0.648 1.449 1.917  C1 1.297
3 C -1.055 -1.491 -0.607  O4 1.411, H8 1.053, H9 1.066, H10 1.138
4 O 0.045 -1.343 0.264  C3 1.411, H7 1.023
5 H 2.086 1.473 0.296  C1 1.046
6 H 1.306 -0.078 0.949  C1 1.110
7 H 0.655 -2.103 -0.045  O4 1.023
8 H -1.760 -0.758 -0.334  C3 1.053
9 H -1.526 -2.440 -0.493  C3 1.066
10 H -0.919 -1.375 -1.732  C3 1.138

Output
energy relative to the best compared isomer or geometry (same formula, charge and spin)	472.6	kJ/mol
lowest unoccupied orbital energy	0.013	hartree
largest force on an atom	3.73	eV/Å

Atomic partial charges in e from the Mulliken method, atoms 1 to 5: atom 1 (C): -0.367, atom 2 (C): -0.137, atom 3 (C): -0.633, atom 4 (O): -0.500, atom 5 (H): 0.330

# 7
C3H6O | ωB97M-V with the def2-TZVPD basis set

Each atom is followed by the atoms it is bonded to, with distances in Å.
CARTESIAN COORDINATES (ANGSTROEM)
1 O 2.457 0.108 -0.107  C2 1.176
2 C 1.393 -0.253 0.241  O1 1.176, C3 1.574, H5 1.110
3 C 0.045 -0.263 -0.571  C2 1.574, C4 1.506, H6 1.093, H7 1.091
4 C -1.078 0.388 0.193  C3 1.506, H8 1.093, H9 1.092, H10 1.087
5 H 1.269 -0.578 1.295  C2 1.110
6 H -0.052 -1.328 -0.794  C3 1.093
7 H 0.238 0.321 -1.472  C3 1.091
8 H -1.228 -0.021 1.195  C4 1.093
9 H -2.014 0.162 -0.323  C4 1.092
10 H -1.030 1.463 0.344  C4 1.087

Output
energy relative to the best compared isomer or geometry (same formula, charge and spin)	118.6	kJ/mol
multiplicity	2
lowest unoccupied orbital energy (alpha / beta)	-0.223 / -0.366	hartree
net charge	+1
largest force on an atom	1.45	eV/Å

Atomic partial charges in e from the Mulliken method, atoms 1 to 5: atom 1 (O): -0.025, atom 2 (C): 0.154, atom 3 (C): -0.121, atom 4 (C): -1.143, atom 5 (H): 0.396

# 8
C3H6O2 | ωB97M-V with the def2-TZVPD basis set

Each atom is followed by the atoms it is bonded to, with distances in Å.
CARTESIAN COORDINATES (ANGSTROEM)
1 C -0.765 -1.483 -0.590  O2 1.417, H6 0.949, H7 0.950, H8 1.249
2 O -0.689 -0.070 -0.507  C1 1.417, C3 1.371
3 C 0.581 0.332 -0.182  O2 1.371, C4 1.588, O5 1.157
4 C 0.368 1.534 0.834  C3 1.588, H9 1.118, H10 0.850, H11 1.055
5 O 1.588 -0.060 -0.594  C3 1.157
6 H -0.096 -1.853 -1.152  C1 0.949
7 H -0.711 -2.027 0.187  C1 0.950
8 H -1.715 -1.717 -1.366  C1 1.249
9 H 1.369 1.813 1.247  C4 1.118
10 H 0.248 2.274 0.431  C4 0.850
11 H -0.179 1.256 1.692  C4 1.055

Output
energy relative to the best compared isomer or geometry (same formula, charge and spin)	398.3	kJ/mol
SMILES	COC(C)=O
lowest unoccupied orbital energy	0.034	hartree
largest force on an atom	17.09	eV/Å

Atomic partial charges in e from the Mulliken method, atoms 1 to 5: atom 1 (C): -1.125, atom 2 (O): -0.260, atom 3 (C): 0.704, atom 4 (C): -1.337, atom 5 (O): -0.459

- Which value of largest force on an atom does entry 2 give?
  4.14 eV/Å